Below is a cluster of 17 separate species, C81H182F21N10O24S3 in total, with properties calculated with the ωB97M-V functional and the def2-TZVPD basis.

XYZ file:
```
321
Properties=species:S:1:pos:R:3
C -4.5734 1.0116 -2.1220
C -4.2505 0.7261 -0.5862
C -5.5432 0.3389 0.2479
C -5.1439 0.0073 1.6859
N -6.1518 -0.6223 2.6191
C -7.4431 0.1914 2.8377
C -7.6444 0.3987 4.3484
C -6.1994 0.3708 4.8481
C -5.5676 -0.7436 4.0441
C -6.4551 -2.0233 2.1614
H -5.2859 0.2038 -2.3477
H -3.7287 0.8908 -2.7658
H -5.1121 1.9821 -2.3481
H -3.8471 1.6224 -0.0913
H -3.4950 -0.0502 -0.5806
H -6.1210 -0.4382 -0.2399
H -6.0819 1.2862 0.1925
H -4.7770 0.9509 2.1133
H -4.2995 -0.7137 1.7024
H -8.3417 -0.2755 2.4075
H -7.2212 1.1807 2.5371
H -8.1914 -0.4466 4.8364
H -8.2971 1.2734 4.5655
H -6.0586 0.2150 5.9332
H -5.6830 1.2855 4.6651
H -5.9893 -1.7200 4.3662
H -4.4645 -0.8740 3.9255
H -6.7595 -2.0435 1.1329
H -7.2813 -2.4978 2.7211
H -5.5284 -2.5720 2.3446
C -8.3835 -5.1974 0.5910
C -8.0165 -6.6329 0.3349
C -7.0251 -7.1886 1.4021
C -5.5763 -6.5935 1.2289
N -4.4939 -7.4984 1.7063
C -4.5827 -7.9242 3.1236
C -4.2668 -6.7354 4.0681
C -3.3288 -5.8656 3.2072
C -3.1731 -6.5858 1.8630
C -4.2273 -8.5390 0.6871
H -9.1165 -4.8897 -0.1682
H -7.4955 -4.5292 0.4148
H -8.7544 -4.9985 1.5805
H -7.6945 -6.7546 -0.6838
H -8.8714 -7.3365 0.4050
H -7.0443 -8.2492 1.3625
H -7.2804 -6.9176 2.4072
H -5.6018 -5.6546 1.8283
H -5.3053 -6.3523 0.2115
H -3.9346 -8.7562 3.2393
H -5.6146 -8.3519 3.2218
H -3.7597 -7.0131 5.0126
H -5.2324 -6.3048 4.2997
H -2.3422 -5.7143 3.6744
H -3.6083 -4.8087 3.0348
H -2.3486 -7.2683 1.8512
H -2.9903 -5.8400 1.1424
H -4.0201 -7.9682 -0.2302
H -5.1460 -9.1153 0.6059
H -3.4049 -9.2078 0.9323
C 3.4976 1.6986 -6.5051
C 2.6378 1.9335 -7.7223
C 1.8582 0.6907 -8.0235
C 0.8257 0.2630 -6.9913
N -0.0534 -0.9265 -7.3820
C -0.9527 -1.3353 -6.2109
C -0.7896 -2.8345 -5.9817
C -0.1697 -3.3338 -7.2090
C 0.7884 -2.1838 -7.6327
C -0.9058 -0.5520 -8.5756
H 2.9427 1.5380 -5.5978
H 4.2308 2.5116 -6.3666
H 4.1386 0.8053 -6.6421
H 3.2338 2.2966 -8.5100
H 1.9803 2.7704 -7.4033
H 2.5015 -0.1438 -8.2215
H 1.2503 0.9370 -8.9066
H 0.1743 1.1273 -6.7432
H 1.3702 -0.1163 -6.0880
H -1.9941 -1.1063 -6.5290
H -0.6911 -0.7301 -5.3432
H -1.7392 -3.3081 -5.6424
H -0.0691 -3.0110 -5.1932
H -0.8977 -3.6212 -7.9503
H 0.4302 -4.2671 -7.1106
H 1.1264 -2.1540 -8.6472
H 1.6078 -2.1539 -6.9555
H -1.4393 -1.4677 -8.8861
H -0.2406 -0.1541 -9.4078
H -1.5393 0.2165 -8.2271
C -0.2829 -0.8467 -0.4201
N 0.4371 0.4612 -0.2888
C -0.6365 1.5304 -0.5094
C 1.0912 0.5076 1.0669
C 1.5689 0.6405 -1.2614
C 1.1088 0.8109 -2.6957
O 0.3253 -0.2223 -3.2681
H -0.6572 -1.0778 -1.4733
H -1.1689 -0.8129 0.2971
H 0.3989 -1.6319 -0.0490
H -1.2173 1.2278 -1.3658
H -0.2247 2.5045 -0.7319
H -1.2860 1.6087 0.3636
H 1.5618 -0.4718 1.0808
H 0.3767 0.5180 1.8642
H 1.6640 1.4319 1.0899
H 2.2243 -0.1886 -1.0216
H 2.0765 1.5044 -0.9054
H 2.0630 0.9215 -3.3146
H 0.5721 1.7521 -2.8301
H 0.8757 -0.9841 -3.5112
C 4.7414 -1.6697 6.1583
N 3.3292 -1.5942 5.5635
C 3.1454 -0.1976 4.9499
C 3.3143 -2.7111 4.5048
C 2.1850 -1.8218 6.5738
C 2.2949 -0.9931 7.8409
O 1.8886 0.3697 7.6322
H 4.9261 -0.7967 6.8469
H 5.4325 -1.5925 5.3094
H 4.8742 -2.5315 6.7426
H 3.4146 0.4940 5.7519
H 2.1756 -0.2102 4.5570
H 3.8827 -0.0915 4.1146
H 4.2062 -2.6983 3.9158
H 2.3910 -2.6578 3.9097
H 3.2610 -3.6568 5.0892
H 2.2027 -2.8655 6.7801
H 1.2196 -1.6225 6.0963
H 3.2921 -1.1520 8.2046
H 1.6579 -1.5121 8.5574
H 1.9907 0.8015 8.4839
C 4.6645 7.0603 -2.6359
N 3.5274 6.2565 -3.3293
C 2.1333 6.8779 -2.9789
C 3.7477 6.2951 -4.7856
C 3.5891 4.9013 -2.7294
C 2.5621 3.8093 -2.9894
O 1.4272 3.8707 -2.1402
H 4.2449 8.0336 -2.5132
H 5.5765 6.9910 -3.2698
H 4.8923 6.6594 -1.6716
H 1.9489 6.6961 -1.9342
H 1.4391 6.2756 -3.6152
H 2.1052 7.9314 -3.2323
H 3.0577 5.6582 -5.3342
H 4.7259 5.9470 -5.0325
H 3.6576 7.3293 -5.1226
H 3.6019 5.0392 -1.6619
H 4.5243 4.4581 -3.0752
H 3.1724 2.9219 -2.8240
H 2.2126 3.8851 -4.0978
H 0.8073 4.4272 -2.5292
C 3.3913 -5.3405 -0.3612
N 1.8853 -5.4115 -0.2299
C 1.2733 -5.3835 -1.5826
C 1.4274 -6.7557 0.2773
C 1.4337 -4.2979 0.6873
C 0.7128 -4.6398 1.9527
O 1.6658 -5.3101 2.8236
H 3.8817 -5.4732 0.5910
H 3.5850 -4.2993 -0.6808
H 3.6939 -6.0586 -1.1314
H 0.2254 -5.5504 -1.4662
H 1.8388 -6.1538 -2.1095
H 1.4641 -4.4425 -2.0648
H 0.3945 -6.6710 0.4589
H 1.8891 -7.0521 1.2115
H 1.6357 -7.4879 -0.5121
H 0.8120 -3.6215 0.0759
H 2.3101 -3.7287 0.9858
H -0.1223 -5.2447 1.7938
H 0.1602 -3.7656 2.2933
H 1.1420 -5.9320 3.3571
C -0.7723 4.7972 5.0280
N -1.1287 3.3271 4.7590
C -2.4574 3.1450 5.4110
C -1.3033 3.1387 3.2444
C -0.1178 2.4038 5.4269
C 1.3514 2.6426 5.1833
O 1.8501 2.1690 3.9339
H -1.5552 5.3912 4.5707
H 0.1558 5.0099 4.5997
H -0.7254 4.9777 6.1149
H -2.7594 2.1309 5.2520
H -3.2438 3.7729 5.0315
H -2.2335 3.2174 6.4933
H -2.2795 3.6037 2.9804
H -1.3354 2.0688 3.0213
H -0.4836 3.5894 2.7240
H -0.3907 1.3659 5.1701
H -0.2639 2.5591 6.4756
H 1.7904 2.1379 5.9976
H 1.6398 3.6940 5.3207
H 2.0031 2.9459 3.4128
C -0.8363 8.1598 -0.2337
N -1.5435 7.1493 0.6071
C -0.9074 7.0399 1.9115
C -2.9202 7.6442 0.7607
C -1.4853 5.7053 0.0407
C -1.9816 5.5503 -1.3946
O -0.8586 5.8714 -2.1449
H -0.9846 9.1196 0.3070
H -1.3991 8.2444 -1.2092
H 0.2517 8.0779 -0.3338
H -1.4059 6.3412 2.5446
H -0.7909 8.0172 2.4035
H 0.1152 6.7507 1.7889
H -3.5009 7.1074 1.5108
H -3.3952 7.4714 -0.1719
H -2.8008 8.7107 1.0588
H -2.0261 5.1242 0.8610
H -0.4266 5.4005 0.0981
H -2.8744 6.2358 -1.4659
H -2.4357 4.5941 -1.5896
H -0.9728 5.5692 -3.0366
C 9.6661 0.0971 -0.5600
N 8.9817 -0.8223 -1.4831
C 9.6908 -0.9180 -2.8569
C 8.8240 -2.1468 -0.8352
C 7.5582 -0.2441 -1.6876
C 7.4383 1.1286 -2.3144
O 7.5524 1.0325 -3.7153
H 10.7140 -0.2033 -0.3236
H 9.0183 0.0302 0.3360
H 9.7224 1.1268 -0.9048
H 10.7705 -1.0460 -2.7527
H 9.5104 -0.0220 -3.4313
H 9.2426 -1.7778 -3.3376
H 8.2792 -2.8390 -1.4891
H 8.3305 -1.9793 0.0651
H 9.7968 -2.4648 -0.5775
H 7.0923 -0.3493 -0.7092
H 7.0105 -0.9197 -2.3526
H 8.0979 1.9508 -1.9119
H 6.4495 1.4670 -1.9853
H 6.6592 0.7756 -4.0388
C -1.7686 -2.0455 5.3627
F -1.7308 -1.1451 6.2914
F -1.0371 -3.0816 5.6889
F -3.0560 -2.4839 5.2851
S -1.2807 -1.4116 3.6528
O 0.1708 -1.2112 3.7414
O -1.7241 -2.4655 2.7020
O -2.0574 -0.1362 3.4637
C 4.7972 -2.0293 -4.0817
F 5.7163 -2.5101 -3.2339
F 4.8220 -0.6598 -4.1719
F 5.1003 -2.3935 -5.3168
S 3.1566 -2.7855 -3.6289
O 2.2326 -2.2614 -4.6443
O 3.4296 -4.2166 -3.6753
O 2.8226 -2.2164 -2.3132
C 3.7653 3.6039 0.7009
F 3.9744 2.7334 1.7269
F 4.8293 4.3954 0.6146
F 3.6797 2.9886 -0.4788
S 2.2372 4.5676 1.1582
O 2.2805 4.8312 2.6110
O 2.2457 5.8010 0.3637
O 1.1693 3.6122 0.8232
C 6.0989 -0.8042 2.0374
O 6.0797 -1.5374 3.4134
O 7.1170 -1.0375 1.2785
C 4.9299 -1.3635 1.3432
F 4.9127 -2.6655 1.0058
F 3.7119 -1.2369 2.0569
F 4.6938 -0.6810 0.1480
C 6.9250 -2.6141 3.6647
C 8.1878 -2.2339 4.5301
H 8.6672 -1.4540 3.8777
H 7.9471 -1.7949 5.4811
H 8.7324 -3.1474 4.5877
H 7.1647 -3.0417 2.6780
H 6.3019 -3.3755 4.2388
H 6.0486 0.2778 2.2092
C -2.4890 -6.6769 -1.5345
O -1.7785 -5.4493 -0.9970
O -3.8070 -6.7781 -1.4662
C -2.2017 -6.7577 -3.0681
F -2.7678 -5.7374 -3.7518
F -0.8026 -6.6166 -3.2160
F -2.5975 -7.8637 -3.6129
C -2.4779 -4.2942 -1.3720
C -3.0000 -3.5814 -0.0886
H -3.9753 -4.0126 0.2043
H -2.3725 -3.7570 0.7674
H -3.2112 -2.5563 -0.3420
H -3.2735 -4.4578 -2.0936
H -1.7130 -3.6551 -1.8350
H -1.8151 -7.4347 -1.0208
C -0.2356 4.0586 -5.2922
O 0.2198 4.4540 -6.6873
O 0.0236 4.9362 -4.3911
C -1.7355 3.6590 -5.1779
F -2.1683 3.0484 -6.3548
F -1.9926 2.8663 -4.1790
F -2.6310 4.6681 -5.1051
C -0.5073 5.5007 -7.3665
C -1.3786 5.1524 -8.6434
H -2.0508 6.0047 -8.8146
H -0.6931 5.0457 -9.5233
H -1.9301 4.1959 -8.4619
H 0.2593 6.1732 -7.6056
H -1.1861 6.0643 -6.6889
H 0.5008 3.1377 -5.2200
C -4.8068 5.0098 3.1220
O -5.1857 4.2406 4.2882
O -3.5031 5.0245 2.9458
C -5.5299 4.2735 2.0078
F -5.3010 4.7723 0.7617
F -5.0790 3.0558 1.9673
F -6.8394 4.2128 2.1537
C -6.2867 4.7760 5.1542
C -6.2935 4.0277 6.4911
H -5.2083 3.9634 6.8777
H -6.7895 4.5542 7.2868
H -6.7361 3.0608 6.4388
H -7.2710 4.5025 4.7698
H -6.2422 5.8486 5.1755
H -5.3520 6.0326 3.2385
```

Net charge ... +3
LUMO level ... -4.471 eV
Kohn-Sham gap ... 8.0 eV